[1]
Formula: C6H10
Source: OMol25
Level of theory: ωB97M-V/def2-TZVPD

Geometry (Å):
C: -1.73 0.24 -0.11
C: -0.33 0.64 0.39
C: -0.20 1.15 1.64
C: 0.73 -1.79 -1.03
C: 1.05 -0.57 -0.21
C: 0.74 0.70 -0.73
H: -2.56 0.68 0.48
H: -1.88 0.78 -1.03
H: -1.95 -0.83 -0.05
H: 0.75 1.65 1.80
H: -1.02 1.13 2.33
H: 1.48 -1.88 -1.81
H: -0.24 -1.60 -1.49
H: 0.75 -2.68 -0.39
H: 1.51 -0.78 0.75
H: 1.32 1.62 -0.67

ΔE to the lowest compared entry with this formula, charge and spin: 5.270 eV
lowest unoccupied orbital energy: -0.48 eV
gap between HOMO and LUMO: 6.4 eV
total energy: -6378.5898 eV

=====

[2]
Formula: C3H11N2
Source: OMol25
Level of theory: ωB97M-V/def2-TZVPD

Geometry (Å):
C: 1.00 -1.54 -1.30
N: -0.37 -1.50 -0.65
H: 1.75 -0.90 -0.77
H: 1.30 -2.56 -1.41
H: 0.92 -1.08 -2.28
H: -1.07 -1.30 -1.35
H: -0.17 -0.61 -0.05
H: -0.51 -2.29 -0.03
C: -0.29 0.85 1.90
C: -0.50 2.10 -0.18
N: -0.35 1.00 0.44
H: 0.67 1.13 2.29
H: -0.62 -0.18 2.18
H: -0.93 1.68 2.22
H: -1.01 2.28 -1.10
H: 0.18 2.93 0.10

ΔE to the lowest compared entry with this formula, charge and spin: 2.570 eV
lowest unoccupied orbital energy: -3.58 eV
gap between HOMO and LUMO: 9.9 eV
total energy: -6261.0115 eV
total charge: +1

=====

[3]
Formula: C4H12NO2
Source: OMol25
Level of theory: ωB97M-V/def2-TZVPD

Geometry (Å):
C: 0.30 -0.94 -0.81
C: 0.20 -0.67 0.69
C: -1.17 -0.86 1.39
C: -2.20 0.25 1.18
O: -2.29 0.85 0.13
N: 0.10 0.30 -1.64
H: -0.41 -1.69 -1.11
H: 1.31 -1.35 -0.93
H: 0.59 0.31 1.00
H: 0.96 -1.22 1.26
H: -1.25 -1.22 2.42
H: -1.48 -1.84 0.98
H: -2.84 0.61 1.99
H: -0.86 0.57 -1.30
H: 0.88 0.93 -1.43
H: 0.12 0.28 -2.67
H: 3.19 1.34 -0.34
H: 2.50 2.62 -0.21
O: 2.35 1.75 -0.59

ΔE to the lowest compared entry with this formula, charge and spin: 1.405 eV
lowest unoccupied orbital energy: -2.98 eV
gap between HOMO and LUMO: 11.0 eV
total energy: -9920.8253 eV
total charge: +1

=====

[4]
Formula: C5H8N2O
Source: OMol25
Level of theory: ωB97M-V/def2-TZVPD

Geometry (Å):
C: 2.10 0.03 -0.40
C: -1.58 -1.21 -0.35
N: 0.36 -0.63 1.32
C: -0.76 1.21 0.37
C: 0.94 0.32 0.48
C: -0.76 -0.20 0.36
O: -1.79 1.98 0.01
N: 0.46 1.64 0.65
H: -1.46 2.88 -0.06
H: 0.67 -1.56 1.06
H: 3.01 0.29 0.16
H: 2.08 0.68 -1.28
H: 2.17 -1.02 -0.69
H: -1.01 -1.78 -1.10
H: -2.40 -0.71 -0.87
H: -2.03 -1.93 0.34

ΔE to the lowest compared entry with this formula, charge and spin: 3.706 eV
lowest unoccupied orbital energy: 0.82 eV
gap between HOMO and LUMO: 7.8 eV
total energy: -10339.0196 eV